Entry 1:
Here is a 15-piece molecular cluster, C50H137N7O18 overall in a non-equilibrium geometry from the Open Molecules 2025 dataset. Energies are from ωB97M-V with the def2-TZVPD basis set.

Values from the calculation:
Electronic energy in eV: -101346.7620
Gap between HOMO and LUMO in eV: 9.267

```
! RIJCOSX wB97M-V def2-TZVPD def2/J DEFGRID3
* xyz 0 1
O 4.227 -2.893 0.191
O 2.440 0.625 3.283
O 6.517 -0.230 -0.843
O -0.293 0.592 -4.706
O -5.862 -1.174 2.413
O -0.460 -1.013 -0.138
O -2.268 3.620 5.777
O 5.627 4.661 -2.633
O -3.068 4.889 -1.184
O 1.124 -3.975 3.648
O -7.936 -4.486 -4.470
O 1.278 7.398 -4.641
O -3.060 -2.334 -3.538
O -2.766 -6.718 3.829
O -2.677 -5.885 -0.123
O -5.783 1.752 -3.492
O 3.053 5.618 1.583
O 5.440 -2.762 4.580
N 1.246 2.511 5.430
N -8.987 -1.894 4.281
N -5.418 -3.041 -5.260
N 4.196 -1.122 -2.108
N 2.734 -1.975 4.536
N 1.183 -0.033 -2.375
N 6.405 5.371 0.128
C 1.332 -1.903 4.834
C -0.432 2.205 3.798
C -4.446 -1.992 -5.551
C 5.255 -0.567 -2.941
C -2.196 -5.732 -1.427
C -0.679 -5.505 -1.299
C 1.806 5.388 -3.428
C 0.930 0.793 -1.179
C 2.476 0.495 1.861
C 3.949 0.180 1.522
C -4.381 1.443 -3.572
C -6.779 -2.866 4.600
C 5.169 6.060 0.534
C -4.144 0.556 -2.372
C 3.596 -3.222 1.410
C 4.722 3.248 -4.267
C -8.386 -3.733 -3.361
C -1.748 -2.559 -3.096
C -3.079 -2.399 -4.948
C 6.609 -0.725 -2.186
C 5.014 3.422 -2.777
C -0.399 0.385 -0.533
C 1.891 0.835 -5.609
C 4.942 7.232 -0.418
C -6.715 -2.626 -5.645
C 4.981 -1.494 5.162
C 4.015 5.073 0.680
C -1.646 -1.391 0.562
C 2.302 6.711 -3.973
C -5.615 -0.634 1.113
C 3.547 -1.610 5.681
C 0.583 1.572 -5.284
C 6.523 -2.580 3.690
C 3.394 -3.091 -0.987
C 2.102 4.643 2.003
C -2.327 3.803 -0.756
C 7.465 -0.719 0.037
C -0.953 3.181 6.132
C 4.139 -2.576 -2.176
C 0.343 -4.859 2.909
C 1.094 2.192 -1.592
C -3.411 -4.433 3.194
C -2.334 4.984 5.424
C -2.044 3.769 0.706
C -7.230 -1.433 2.665
C -7.563 -1.724 4.095
C -7.807 -3.698 -5.669
C 0.056 3.099 4.931
C -3.863 -5.879 3.478
C 0.609 -2.623 3.739
H 0.858 -5.813 2.796
H -7.596 -4.469 -6.410
H -7.215 -3.824 4.316
H -4.203 -3.709 3.002
H 4.033 7.818 -0.281
H 5.073 -3.139 -2.179
H 1.140 6.959 -5.484
H 2.532 3.708 2.363
H -6.009 2.195 -4.313
H -0.640 3.824 6.955
H 3.119 -4.138 -1.109
H -0.510 -4.481 -0.965
H -1.775 -0.838 1.493
H 6.200 -2.088 2.772
H -4.718 -0.015 1.157
H -0.421 0.983 0.378
H 5.327 6.484 1.526
H -4.202 1.119 -1.440
H 0.715 -2.072 2.804
H 4.092 -0.310 0.559
H -5.705 -2.763 4.449
H -4.299 -1.877 -6.625
H -6.573 -2.262 -6.663
H -1.158 0.579 -1.291
H -1.073 2.171 6.524
H 8.386 -0.980 -0.484
H -7.549 -3.124 -3.020
H 5.679 2.583 -2.577
H 4.543 1.092 1.455
H -4.274 -6.227 2.531
H 4.146 4.146 -4.490
H 2.173 -0.226 -2.319
H 7.111 -1.598 0.576
H -1.563 4.665 1.097
H -2.787 -3.376 -5.333
H -9.219 -1.639 5.230
H 7.192 -1.810 4.074
H 5.380 -1.038 -3.916
H 5.638 -1.364 6.022
H 3.520 4.865 -0.268
H -4.214 0.998 -4.554
H 2.649 1.520 -5.989
H -3.632 -5.977 -0.172
H 7.061 -3.487 3.414
H 2.444 4.920 -2.678
H 1.864 2.155 4.715
H -2.321 -1.775 -5.422
H -6.385 -0.044 0.616
H -7.692 -0.495 2.360
H -2.699 2.837 -1.098
H -6.966 -1.738 -5.064
H 4.442 -0.401 2.302
H 0.757 2.382 -4.577
H -9.378 -1.221 3.638
H -0.213 -5.722 -2.260
H 2.598 7.403 -3.185
H 4.137 3.370 -2.132
H 6.927 -1.759 -2.323
H 5.905 4.721 -1.716
H -2.563 -4.873 -1.988
H -3.782 2.353 -3.615
H 1.002 2.857 -0.733
H -5.428 -1.471 0.441
H -0.190 -6.256 -0.679
H 0.953 1.669 5.905
H 3.103 6.483 -4.676
H 2.530 -2.434 -0.892
H -2.839 -4.402 2.266
H -9.150 -3.014 -3.657
H -1.478 2.430 3.591
H -2.421 -6.634 -1.997
H -3.366 5.327 5.355
H 1.460 5.022 2.798
H 3.488 -2.378 6.452
H -5.356 -3.162 -4.259
H 4.137 2.408 -4.641
H -8.778 -3.272 -5.923
H -0.247 1.159 4.041
H 1.899 4.578 -4.151
H -1.422 -3.544 -3.431
H 5.708 7.999 -0.537
H -6.741 -2.818 5.688
H -8.726 -4.362 -2.539
H 2.702 -2.632 1.613
H -1.840 5.215 4.480
H 4.720 -1.125 -1.244
H -0.463 -2.650 3.933
H 4.998 0.485 -3.064
H 5.687 3.213 -4.773
H 2.592 -0.249 3.648
H -4.858 -0.263 -2.290
H 2.360 0.389 -4.732
H -1.486 3.869 -1.446
H 4.811 6.804 -1.412
H -3.187 0.044 -2.478
H 7.743 0.029 0.780
H -2.338 -7.077 3.048
H -1.160 -1.740 -3.510
H 4.331 4.122 1.107
H -4.748 -1.030 -5.136
H -2.510 -1.129 -0.048
H 1.993 2.540 -2.099
H 0.991 -2.388 5.748
H 0.041 2.010 -6.122
H 3.230 -0.664 6.121
H -0.618 -5.086 3.371
H 0.969 -0.876 4.893
H -2.804 -4.134 4.048
H 1.721 0.640 -0.445
H 7.483 -0.262 -2.644
H 7.162 6.009 0.327
H 0.210 2.320 2.925
H 0.123 -4.577 1.880
H -4.613 -5.846 4.269
H 0.082 0.361 -3.853
H 0.922 -0.980 -2.138
H 4.308 -3.193 2.235
H 1.388 4.454 1.202
H -7.643 -2.227 2.042
H -1.927 5.667 6.169
H -1.668 -2.575 -2.009
H 0.247 4.083 4.501
H 6.561 4.593 0.753
H -3.956 4.534 -1.269
H 1.705 -0.198 1.524
H 0.231 2.433 -2.213
H 3.294 -4.269 1.370
H 3.507 -2.912 -2.997
H 2.269 1.483 1.451
H 5.146 -0.576 4.598
H -2.940 3.606 1.305
H -1.338 2.955 0.871
H 1.734 0.100 -6.398
H -1.621 -2.463 0.759
H -7.338 -0.859 4.717
H 3.034 -2.899 4.260
H 0.762 5.364 -3.114
*
```



Entry 2:
Here is C50H33N11O5S2Tc as an isolated structure in a non-equilibrium geometry from the Open Molecules 2025 dataset. Energies are from ωB97M-V with the def2-TZVPD basis set.

Values from the calculation:
Expectation value of S²: 4.019
Electronic energy in eV: -102881.4513
Gap between HOMO and LUMO (alpha / beta) in eV: 3.527 / 3.393

```
! RIJCOSX wB97M-V def2-TZVPD def2/J DEFGRID3
* xyz 0 4
Tc -0.742 0.308 1.262
S 1.497 -1.826 -0.105
S -5.190 -0.313 -5.599
O -5.664 -1.601 -5.066
O 1.113 -1.855 -1.501
O -5.602 -0.119 -6.996
O -5.512 0.763 -4.633
O 0.852 -2.667 0.868
N 1.044 -0.245 0.575
N -1.643 2.085 0.800
N -0.641 -1.190 2.700
N 0.385 1.457 2.634
N -2.426 -2.556 1.901
N 0.678 1.599 -0.908
N -3.312 1.249 -0.812
N 0.055 3.646 1.642
N -2.377 -0.594 0.465
N 1.244 -0.371 3.973
N 0.345 -2.080 -5.030
C 4.039 -1.645 -1.232
C -3.866 4.431 -1.111
C -4.743 -3.303 0.032
C -4.141 -1.110 -0.856
C 3.935 -2.089 1.203
C 1.541 0.925 -0.141
C 0.054 -5.496 4.345
C 0.716 2.767 2.441
C -2.756 -0.355 -4.397
C -2.657 2.222 -0.173
C 1.827 3.115 3.222
C -3.706 5.802 -1.068
C 0.449 -1.331 3.561
C 3.325 -1.900 -0.061
C -3.446 -0.564 -5.608
C 2.894 1.332 0.025
C -5.772 -3.409 -0.958
C -1.558 -1.790 -6.500
C 5.412 -1.510 -1.081
C -1.463 -0.764 -4.219
C -1.063 3.326 0.987
C -5.091 -1.226 -1.860
C -2.896 -1.766 0.966
C 1.299 -3.474 4.773
C 0.475 -2.774 3.889
C 3.560 4.283 4.342
C -0.647 -3.426 3.393
C 7.561 -1.380 0.306
C -5.911 -2.413 -1.869
C 6.067 -1.578 0.163
C -1.858 4.322 0.359
C 3.197 1.994 4.919
C 2.461 3.076 -1.535
C 1.216 0.929 3.575
C 5.306 -1.951 1.275
C 1.190 2.669 -1.622
C -0.868 -1.542 -5.243
C 1.093 -4.839 4.979
C -2.801 -1.241 -6.683
C -0.856 -4.786 3.596
C 3.341 2.459 -0.671
C -3.216 -0.040 -0.451
C -2.650 6.438 -0.418
C -3.995 -2.138 0.124
C 3.914 3.128 5.061
C 2.134 1.956 3.988
C -2.914 3.657 -0.352
C -1.719 5.686 0.306
C -1.282 -2.429 2.582
C 2.549 4.273 3.390
H -2.504 7.484 -0.484
H -3.377 -1.351 -7.614
H 0.756 -2.618 -5.764
H 5.896 -2.071 2.191
H -0.995 -2.409 -7.226
H 7.727 -0.666 1.187
H 3.587 0.721 0.621
H -4.665 3.998 -1.767
H -3.174 0.192 -3.564
H 2.815 3.886 -2.143
H 0.939 -1.683 -4.273
H 6.017 -1.361 -1.956
H 7.922 -2.356 0.665
H 3.512 1.099 5.449
H 1.767 -5.336 5.711
H 4.391 2.752 -0.587
H 4.023 5.241 4.473
H 8.064 -1.109 -0.588
H 3.391 -2.457 2.084
H -0.907 6.198 0.884
H -5.374 -0.486 -2.584
H 4.636 3.158 5.851
H 3.624 -1.702 -2.241
H -0.917 -0.483 -3.322
H 2.108 -2.943 5.261
H -6.379 -4.281 -0.995
H 0.012 -6.586 4.455
H 2.354 5.182 2.790
H -1.790 -5.219 3.201
H 0.411 3.171 -2.204
H -4.452 6.459 -1.423
H -6.615 -2.576 -2.765
H -4.587 -4.060 0.811
*
```



Entry 3:
Here is C50H36MnN7O2S as an isolated structure in a non-equilibrium geometry from the Open Molecules 2025 dataset. Energies are from ωB97M-V with the def2-TZVPD basis set.

Values from the calculation:
Expectation value of S²: 9.067
Electronic energy in eV: -109115.4204
Gap between HOMO and LUMO (alpha / beta) in eV: 4.324 / 5.048

```
! RIJCOSX wB97M-V def2-TZVPD def2/J DEFGRID3
* xyz -1 6
Mn -0.371 0.490 0.264
S 0.605 -2.457 0.626
O -1.530 3.331 -1.513
O -0.911 2.427 0.262
N -1.034 0.235 -1.588
N 2.698 -3.570 -0.553
N -0.651 3.332 -0.457
N 1.263 -2.324 -1.937
N 0.388 0.416 2.041
N 1.445 0.792 -0.467
N -2.072 -0.158 0.908
C -5.084 -3.455 -3.245
C -0.822 3.835 -2.694
C -2.386 -0.067 -3.376
C -2.174 0.603 5.769
C 1.703 1.201 -1.745
C -3.105 -1.029 -1.144
C 1.717 0.297 2.372
C -4.251 -1.720 -1.774
C 0.565 3.194 -2.695
C 1.716 4.038 -2.556
C 4.657 -4.675 -1.409
C 5.271 0.357 1.794
C 1.849 0.491 3.784
C -4.100 -1.163 1.172
C 0.331 6.034 -2.562
C -1.717 0.536 3.269
C 2.778 0.123 1.477
C 1.567 -1.985 -4.325
C -0.595 1.035 -2.611
C 3.119 -3.356 -2.891
C -2.826 1.184 6.848
C -2.175 -0.399 -2.019
C 1.595 -2.807 -0.682
C -1.420 0.872 -3.723
C -3.070 -0.831 0.239
C -5.561 -1.262 -1.620
C -4.074 2.580 5.354
C -3.760 -0.604 2.376
C -2.445 1.019 4.466
C 3.435 -3.835 -1.607
C -6.614 -1.886 -2.272
C 2.011 -2.571 -3.034
C -0.322 0.630 3.204
C 0.601 1.839 -2.479
C 4.116 -1.508 2.768
C 3.037 0.987 -2.057
C -2.486 0.006 2.212
C 1.619 5.381 -2.478
C 6.506 -1.333 2.980
C 5.320 -2.011 3.232
C 3.630 0.441 -0.909
C -3.770 2.179 6.648
C 6.473 -0.138 2.277
C -4.033 -2.829 -2.594
C -0.799 5.336 -2.702
C -6.381 -2.986 -3.086
C -3.423 2.003 4.277
C 4.075 -0.328 2.018
C 2.637 0.380 0.083
C 0.605 0.748 4.287
H 0.459 -1.696 -1.976
H -4.808 3.358 5.182
H -4.972 -1.755 0.946
H 0.522 -2.234 -4.514
H 3.500 1.185 -3.013
H 5.333 -2.948 3.776
H 0.354 0.972 5.309
H 2.508 5.984 -2.344
H 4.653 -5.518 -2.103
H 5.245 1.295 1.254
H 3.190 -2.038 2.950
H 2.187 -2.349 -5.142
H -4.306 -0.642 3.304
H -3.180 -0.441 -4.002
H 4.697 -5.041 -0.387
H 2.787 0.476 4.316
H 7.448 -1.732 3.337
H 2.682 3.557 -2.475
H -7.621 -1.501 -2.163
H -4.269 2.637 7.493
H -1.448 3.482 -3.511
H -3.022 -3.203 -2.710
H 5.550 -4.080 -1.608
H 1.631 -0.899 -4.280
H -7.204 -3.463 -3.605
H -1.460 -0.192 5.935
H -1.281 1.352 -4.681
H 4.654 0.129 -0.789
H -4.895 -4.309 -3.885
H -1.764 5.822 -2.782
H -3.638 2.325 3.266
H 3.744 -3.598 -3.738
H -5.743 -0.387 -1.009
H 0.294 7.116 -2.514
H -2.589 0.860 7.855
H 7.393 0.409 2.100
*
```